A 4-piece molecular cluster, CH7O5 overall, computed with ωB97M-V/def2-TZVPD.

Results
**HOMO energy**: -5.11 eV
**LUMO level**: 4.09 eV
**Multiplicity**: 1
**Total charge**: -1
**Kohn-Sham gap**: 9.1962 eV

```
13
Properties=species:S:1:pos:R:3:forces:R:3
O -0.21223 0.01144 -1.58991 -0.2 -0.2 0.0
C 0.53871 0.74870 -0.94327 -0.4 -0.1 -0.6
O 0.92287 0.61051 0.24977 0.3 0.1 0.1
H 0.88903 1.63387 -1.52506 0.3 0.3 0.3
H 3.81871 0.61256 0.98934 -0.3 0.1 0.0
H 2.78363 -0.03952 0.05350 0.0 0.2 0.5
O 3.70126 -0.11766 0.38011 0.2 -0.3 -0.4
H -0.29502 -0.42722 0.96032 -0.1 0.2 0.1
H -0.93092 -1.80406 1.12597 -0.1 -0.1 -0.1
O -1.03626 -0.89769 1.42402 0.0 0.0 0.0
H -2.93281 -0.28200 0.34177 0.3 -0.3 0.2
H -3.56212 0.59518 -0.68819 0.0 0.0 -0.2
O -3.79010 -0.10270 -0.06841 0.0 0.2 0.0
```
Forces are in eV/Å.

These are the Löwdin partial charges, in e, on atoms 1 to 6: number 1, O, carries -0.088; number 2, C, carries -0.629; number 3, O, carries -0.144; number 4, H, carries 0.098; number 5, H, carries 0.015; number 6, H, carries -0.003

=====

A 2-piece molecular cluster, C6H10ClF3N2O overall, computed with ωB97M-V/def2-TZVPD.

Results
**HOMO energy**: -6.97 eV
**LUMO level**: -1.87 eV
**Multiplicity**: 1
**Total charge**: 0
**Kohn-Sham gap**: 5.1007 eV

```
23
Properties=species:S:1:pos:R:3:forces:R:3
C -0.23410 -1.72155 1.23541 0.5 -0.3 -0.2
N -1.40579 -1.13906 0.58489 -1.0 0.0 -4.7
C -2.47955 -0.57806 1.38764 -0.3 0.3 0.2
C -1.52624 -1.08828 -0.79572 -0.3 1.2 4.6
Cl -2.85767 -0.25081 -1.51051 1.3 -1.0 0.6
H -0.39582 -1.79968 2.30845 -0.2 0.1 -0.2
H -0.04764 -2.71764 0.83987 0.0 0.0 0.0
H 0.64004 -1.09887 1.05621 0.0 0.1 -0.1
H -2.32650 -0.77540 2.44667 0.2 -0.1 -0.2
H -2.53134 0.49820 1.22896 0.0 0.1 0.0
H -3.42608 -1.01975 1.07799 0.0 0.0 0.1
H -0.77432 -1.51290 -1.42669 0.5 -0.1 -0.3
C 0.01254 2.20770 -0.45369 -1.0 0.1 -0.2
N 1.33138 1.85799 -0.32257 4.7 -1.2 0.6
C 1.77515 0.80892 -1.01145 -1.3 3.8 2.2
C 3.23793 0.41392 -0.88968 -1.4 1.2 -0.4
F 4.00384 1.51477 -0.93254 0.6 -0.7 0.1
F 3.40097 -0.21098 0.28356 0.9 -0.5 0.2
F 3.56209 -0.40801 -1.90217 0.6 0.1 0.6
O 1.04806 0.14916 -1.72314 -2.1 -3.3 -2.5
H -0.27202 2.88387 0.35420 -0.2 0.1 -0.1
H -0.13931 2.68503 -1.42358 -0.6 0.1 -0.2
H -0.59562 1.30145 -0.41210 -0.8 -0.2 -0.1
```
Forces are in eV/Å.

These are the Löwdin partial charges, in e, on atoms 1 to 6: number 1, C, carries 0.008; number 2, N, carries -0.195; number 3, C, carries -0.062; number 4, C, carries -0.372; number 5, Cl, carries 0.781; number 6, H, carries 0.098

=====

C38H39Cl4F6N5O2PS3SbV as an isolated structure, computed with ωB97M-V/def2-TZVPD.

Results
**HOMO energy (spin up / spin down)**: -10.41 / -10.41 eV
**LUMO level (spin up / spin down)**: -6.27 / -6.40 eV
**Multiplicity**: 1
**Total charge**: +1
**Kohn-Sham gap (spin up / spin down)**: 4.1474 / 4.0158 eV

```
100
Properties=species:S:1:pos:R:3:forces:R:3
V -0.85477 0.91629 -0.66333 0.2 0.9 -0.2
Cl 4.13357 -3.88133 -1.02746 0.0 0.0 0.0
C 3.16029 -2.50433 -0.76828 -0.1 0.1 0.0
C 3.69418 -1.38759 -0.10031 -0.1 -0.1 -0.1
Cl 5.32286 -1.39548 0.42776 0.0 0.0 0.0
C 2.90711 -0.26731 0.12432 0.0 0.0 0.0
Cl 3.52004 1.17719 0.78877 0.0 0.0 0.1
C 1.57875 -0.32607 -0.27139 0.1 -0.2 -0.2
O 0.66189 0.61342 -0.01324 1.1 0.0 0.7
C 1.05917 -1.38686 -0.99546 0.1 -0.2 0.0
O -0.24003 -1.26583 -1.38229 -0.5 0.5 0.4
C 1.84272 -2.49863 -1.23722 0.3 -0.1 -0.1
Cl 1.15855 -3.84017 -2.03999 0.1 0.0 0.0
F -2.19540 0.82938 -1.69038 -0.3 -0.4 -0.8
Sb -1.60524 -2.33447 -0.27003 -1.2 -0.1 0.5
F -0.17234 -2.86924 0.81231 0.1 -0.2 -0.3
F -1.60025 -0.58310 0.74748 0.2 0.3 -0.6
F -2.75453 -3.05501 1.00549 0.0 0.1 -0.1
F -2.99339 -1.43670 -1.15974 0.1 -0.2 -0.1
F -1.83654 -3.71962 -1.49027 0.5 -0.1 0.2
C -1.91405 3.00104 2.76295 0.1 -0.1 -0.1
C -1.38713 2.08637 1.88401 0.1 0.0 0.1
N -1.55800 2.24888 0.54816 -0.4 0.0 0.1
C -2.31492 3.25401 0.06665 0.5 0.3 0.1
C -2.88142 4.19555 0.90456 -0.1 -0.2 0.3
C -2.64991 4.07187 2.27052 0.0 0.0 -0.2
C -3.75457 5.23544 0.34378 0.2 0.1 0.1
C -4.76968 5.03273 -0.48969 -0.2 0.1 -0.1
C -5.33681 3.75976 -0.95910 0.0 -0.1 0.0
C -6.53954 3.76962 -1.65325 0.1 -0.1 0.0
C -7.06942 2.54126 -2.01205 0.0 0.0 0.0
N -6.47414 1.39322 -1.70728 -0.1 0.0 -0.1
C -5.32270 1.48770 -1.05605 0.0 -0.1 0.0
N -4.71949 2.60535 -0.67567 -0.2 0.0 0.0
H -1.75044 2.86711 3.82145 0.0 0.0 0.0
H -0.80648 1.22688 2.21741 0.0 0.2 0.0
H -2.36078 3.37247 -1.00466 -0.1 -0.1 0.0
H -3.06446 4.80167 2.95338 0.0 0.0 0.0
H -3.55714 6.24917 0.67052 0.0 0.0 0.0
H -5.32906 5.90589 -0.80454 0.0 0.0 0.0
H -7.04305 4.69238 -1.89982 0.0 0.0 0.0
H -8.00217 2.47413 -2.55882 0.0 0.0 0.0
H -4.82018 0.55717 -0.81584 0.0 0.0 0.0
S 1.16424 3.86815 0.83357 0.0 0.1 -0.2
P 0.96824 4.00149 -1.09050 0.5 0.3 0.5
S 0.09798 2.35320 -2.14690 -1.0 -0.6 0.3
C 2.52178 4.21965 -1.97330 -0.1 -0.1 -0.1
C 3.25256 3.12699 -2.42977 0.0 0.0 0.0
C 4.50449 3.32306 -2.98950 0.0 0.0 0.0
C 5.02151 4.60581 -3.09416 0.0 0.0 0.0
C 4.29454 5.69510 -2.63295 0.0 0.0 0.0
C 3.04533 5.50687 -2.06791 0.0 0.0 0.0
C -0.15752 5.33288 -1.59089 -0.1 -0.1 -0.1
C -0.74342 5.36201 -2.85684 0.1 0.0 0.0
C -1.58785 6.40227 -3.20290 0.0 0.0 0.0
C -1.84522 7.41938 -2.29390 0.0 0.0 0.0
C -1.25775 7.39656 -1.03787 0.0 0.0 0.0
C -0.42009 6.35202 -0.67930 0.0 0.0 0.0
H 2.84532 2.12600 -2.34998 0.0 0.0 0.0
H 5.07696 2.47647 -3.34225 0.0 0.0 0.0
H 5.99257 4.75923 -3.54330 0.0 0.0 0.0
H 4.70110 6.69317 -2.71354 0.0 0.0 0.0
H 2.48067 6.35528 -1.70189 0.0 0.0 0.0
H -0.54239 4.57721 -3.57416 0.0 0.0 0.0
H -2.04180 6.42074 -4.18370 0.0 0.0 0.0
H -2.50148 8.23320 -2.56811 0.0 0.0 0.0
H -1.44763 8.19403 -0.33382 0.0 0.1 0.0
H 0.03219 6.31898 0.30252 0.0 0.0 0.0
C 2.93200 -2.48827 6.60690 0.0 0.0 0.1
C 2.49831 -3.76167 5.88166 0.0 0.0 0.0
C 1.65144 -3.53588 4.62914 0.0 -0.1 0.0
C 2.39676 -3.00341 3.41269 0.0 -0.1 -0.1
N 2.96083 -1.67423 3.58830 0.2 0.2 0.0
C 2.25239 -0.53121 3.59198 0.1 0.2 0.0
S 0.61633 -0.51063 3.17506 0.1 0.1 0.0
N 2.95362 0.57541 3.92663 0.0 -0.3 0.0
C 2.43234 1.92758 3.96441 -0.1 0.1 0.0
C 1.84533 2.30105 5.32089 0.1 0.0 0.0
C 2.86957 2.35025 6.45348 -0.1 0.0 0.0
C 3.91991 3.44154 6.28041 0.0 0.0 0.0
H 3.24807 -2.71315 7.62557 0.0 0.0 0.0
H 2.10858 -1.77535 6.66424 0.0 0.0 0.0
H 3.76989 -1.99004 6.11903 0.0 0.0 0.0
H 1.90500 -4.36144 6.57538 0.0 0.0 0.0
H 3.37607 -4.36537 5.63041 0.0 0.0 0.0
H 0.82362 -2.86107 4.85702 0.0 0.0 0.0
H 1.20616 -4.48666 4.32435 0.0 0.0 0.0
H 1.72798 -2.97281 2.55248 0.0 0.0 0.0
H 3.23590 -3.65960 3.16668 0.0 0.0 0.0
H 3.92034 -1.63026 3.89473 0.0 0.0 0.0
H 3.93134 0.46182 4.14356 0.0 0.0 0.0
H 1.67231 2.01204 3.18799 0.0 0.0 0.0
H 3.25041 2.59812 3.69174 0.0 0.0 0.0
H 1.05987 1.58111 5.55924 0.0 0.0 0.0
H 1.37087 3.28295 5.22055 0.0 0.0 0.0
H 3.35692 1.37561 6.54564 0.0 0.0 0.0
H 2.33708 2.51423 7.39279 0.0 0.0 0.0
H 4.58154 3.24727 5.43638 0.0 0.0 -0.1
H 4.54568 3.52558 7.16739 0.0 0.0 0.0
H 3.44823 4.41044 6.11362 0.0 0.1 0.0
```
Forces are in eV/Å.

These are the Löwdin partial charges, in e, on atoms 1 to 6: number 1, V, carries 0.897; number 2, Cl, carries 0.749; number 3, C, carries -0.669; number 4, C, carries -0.687; number 5, Cl, carries 0.725; number 6, C, carries -0.595

=====

C26H33IN2O3PPd as an isolated structure, computed with ωB97M-V/def2-TZVPD.

Results
**HOMO energy (spin up / spin down)**: -11.59 / -11.59 eV
**LUMO level (spin up / spin down)**: -5.17 / -5.17 eV
**Multiplicity**: 1
**Total charge**: +1
**Kohn-Sham gap (spin up / spin down)**: 6.4145 / 6.4142 eV

```
67
Properties=species:S:1:pos:R:3:forces:R:3
Pd -0.13740 -1.12258 0.25354 -1.2 0.2 -0.4
O 1.74198 -1.84413 3.97684 0.0 0.0 -0.1
C 1.38044 -1.59738 2.84410 0.1 0.1 0.0
O 0.16104 -1.53767 2.43041 -0.3 0.3 0.0
C 2.46487 -1.37410 1.77798 -0.1 -0.1 -0.1
C 3.81787 -1.36082 2.15969 0.1 0.0 0.1
C 4.77440 -1.21663 1.19682 0.0 0.0 0.1
C 4.40035 -1.11698 -0.16193 -0.3 0.0 -0.1
C 5.32659 -1.02881 -1.22549 0.1 0.0 0.0
C 4.89564 -0.97851 -2.52023 0.1 0.0 0.0
C 3.51795 -0.99232 -2.81807 -0.1 0.0 0.0
C 2.59492 -1.05566 -1.81289 0.0 0.0 0.1
C 3.01597 -1.13219 -0.46834 0.3 0.0 0.1
N 2.09047 -1.24627 0.52627 0.0 0.3 -0.2
H 4.04460 -1.46657 3.21042 0.0 0.0 0.0
H 5.82462 -1.18583 1.46035 0.0 0.0 0.0
H 6.38494 -1.01212 -0.99607 0.0 0.0 0.0
H 5.61170 -0.92877 -3.32935 0.0 0.0 0.0
H 3.19691 -0.95728 -3.85082 0.0 0.0 0.0
H 1.53025 -1.07377 -2.01262 0.0 0.0 -0.1
N -1.51181 -3.67418 2.01209 0.1 -0.1 -0.1
C -1.58938 -3.89858 0.70259 -0.1 -0.2 0.4
O -0.90404 -3.28081 -0.13032 0.4 0.5 0.1
C -2.55249 -4.96172 0.24440 -0.1 0.2 -0.3
I -3.98558 -4.08295 -1.09097 0.1 -0.1 0.2
H -0.81620 -3.00831 2.36602 -0.1 0.1 0.0
H -2.04212 -4.20500 2.68050 -0.1 -0.1 -0.1
H -3.10591 -5.42037 1.05591 0.0 0.0 0.0
H -2.03051 -5.71466 -0.33798 0.0 0.0 0.0
C -3.46492 2.14036 0.58052 0.1 0.1 -0.1
C -2.61477 0.90323 0.84231 0.3 -0.3 0.2
C -2.48400 0.60921 2.34210 0.1 0.1 0.0
C -3.22619 -0.31849 0.13804 0.2 0.1 0.0
P -0.88592 1.04686 0.12824 0.3 -0.2 0.3
C -1.11591 1.32471 -1.64897 0.2 -0.4 0.1
C -1.34620 2.56993 -2.22853 0.0 0.0 0.1
C -1.51788 2.67475 -3.60006 0.0 0.1 0.0
C -1.45519 1.54570 -4.40359 0.0 0.0 0.0
C -1.24281 0.29764 -3.83565 0.0 0.0 -0.1
C -1.07843 0.19121 -2.46555 -0.1 0.0 0.2
C 0.21884 2.36470 0.85828 0.2 -0.5 0.0
C 0.79683 1.77311 2.15234 0.0 -0.1 0.1
C -0.47532 3.68882 1.16398 -0.1 0.0 0.0
C 1.35623 2.53755 -0.16200 -0.1 0.0 0.0
H -4.48563 1.93389 0.90847 0.0 0.0 0.0
H -3.50180 2.38198 -0.48221 -0.1 0.0 0.0
H -3.10706 3.00784 1.13259 0.0 0.0 0.0
H -3.45760 0.32400 2.74463 0.0 0.0 0.0
H -2.14570 1.48770 2.89338 0.0 0.0 0.0
H -1.78143 -0.20714 2.52865 -0.1 0.0 0.1
H -4.21312 -0.52673 0.55350 0.0 0.0 0.1
H -2.60927 -1.21345 0.29689 -0.1 -0.1 0.0
H -3.33869 -0.16164 -0.93400 0.0 0.0 0.0
H -1.39743 3.46250 -1.62148 0.0 0.0 0.0
H -1.70329 3.64597 -4.03880 0.0 0.0 0.0
H -1.57555 1.63851 -5.47466 0.0 0.0 0.0
H -1.21296 -0.58702 -4.45754 0.0 0.0 0.0
H -0.94777 -0.79486 -2.02095 0.0 -0.1 -0.1
H 0.02123 1.53141 2.87902 0.1 0.0 0.0
H 1.47339 2.49656 2.61028 0.0 0.1 -0.1
H 1.36249 0.86338 1.94852 0.0 0.2 0.0
H -1.17425 3.59214 1.99490 0.0 0.0 0.0
H -1.00692 4.10187 0.30866 0.0 0.0 0.0
H 0.28815 4.41196 1.45606 0.0 0.0 0.0
H 1.72303 1.56542 -0.50616 0.1 0.1 0.0
H 2.18945 3.06206 0.30770 0.0 0.0 0.1
H 1.03627 3.10936 -1.03176 0.0 0.0 0.0
```
Forces are in eV/Å.

These are the Löwdin partial charges, in e, on atoms 1 to 6: number 1, Pd, carries 0.813; number 2, O, carries 0.091; number 3, C, carries -0.595; number 4, O, carries -0.171; number 5, C, carries -0.184; number 6, C, carries 0.027

=====

Computed ΔE to the lowest compared entry with this formula, charge and spin (kJ/mol) in order:
31.6 222.4 42.7 49.2